Entry 1:
The following is a DFT calculation (the ωB97M-V functional and the def2-TZVPD basis) of C47H45AsGeIrNO6Si as an isolated structure.

Spin multiplicity ... 2
Charge ... +1
HOMO level (spin up / spin down) ... -10.7 / -10.7 eV
⟨S²⟩ ... 0.765
Kohn-Sham gap (spin up / spin down) ... 7.228 / 7.082 eV

Each line ends with the Löwdin spin population.
Atoms and positions in Å:
C1 0.925 -0.920 -1.245  -0.030
C2 0.064 4.672 -2.119  0.000
C3 -4.565 -0.745 2.704  0.001
C4 -0.062 3.781 -1.063  0.003
C5 -2.683 1.775 0.600  0.005
H1 1.835 -0.559 5.291  0.000
H2 1.595 -1.662 -0.795  0.001
As1 -2.737 0.263 -3.286  0.002
C6 2.018 -0.954 3.180  0.000
H3 -2.136 2.607 -2.665  0.000
H4 0.964 4.061 3.278  0.000
C7 0.552 1.962 3.129  0.000
H5 -2.280 -2.875 6.739  0.000
H6 -1.331 2.103 -4.172  0.000
H7 6.460 -1.585 -1.734  0.000
C8 3.878 -0.824 4.730  0.000
C9 -3.166 0.476 1.199  0.002
C10 1.743 -1.483 -6.892  0.000
C11 -0.797 -2.125 3.765  0.000
O1 -0.046 -1.031 1.256  0.007
C12 0.813 -1.392 -4.675  0.000
O2 -3.357 -4.119 0.597  0.005
C13 -2.894 -0.581 -4.995  0.000
C14 -4.150 -1.910 2.078  0.000
Ir1 -0.777 -0.810 -0.593  0.853
C15 1.050 2.067 -2.364  0.003
H8 0.062 -2.648 -6.245  0.000
H9 -1.093 4.551 4.566  0.000
H10 7.263 0.343 -0.411  0.000
C16 1.176 2.977 -3.415  0.000
H11 -3.599 -0.035 -5.621  0.000
N1 -2.761 -0.638 0.595  0.002
C17 -0.879 3.540 4.244  0.000
O3 -1.764 -2.944 -0.431  0.065
C18 -1.230 -1.995 5.087  0.000
H12 1.735 -1.886 -7.897  0.000
C19 -0.313 0.901 3.426  0.000
C20 2.706 -0.553 -6.526  0.000
C21 -1.756 2.507 4.556  0.000
C22 0.435 2.490 -1.187  0.019
H13 -2.649 2.713 5.135  0.000
C23 -2.707 -3.001 0.331  0.006
C24 -4.459 0.166 -2.449  0.000
C25 0.685 4.269 -3.296  0.002
H14 2.565 -1.346 1.146  0.000
H15 -4.493 -2.883 2.396  0.000
C26 2.725 -0.049 -5.233  0.001
H16 -1.910 -0.589 -5.460  0.000
H17 -0.548 4.086 -0.145  0.000
H18 1.657 2.675 -4.340  0.000
H19 3.495 2.291 -0.948  0.000
H20 -5.219 0.473 -3.167  0.000
C27 2.931 -1.203 2.155  0.000
H21 4.183 -1.582 -2.665  0.000
C28 -1.955 -3.001 5.714  0.000
H22 4.246 -0.677 5.737  0.000
H23 -3.237 -1.605 -4.855  0.000
C29 -2.247 -4.175 5.034  0.000
H24 -2.804 -4.963 5.524  0.000
H25 -4.639 -0.866 -2.151  0.000
C30 3.675 0.354 -1.867  0.000
H26 -3.063 2.532 -4.195  0.000
H27 0.790 4.965 -4.119  0.000
C31 -2.262 2.083 -3.608  0.000
H28 -0.707 -3.474 2.101  0.000
C32 1.772 -0.454 -4.297  0.003
C33 4.523 -0.733 -2.080  0.000
H29 -0.993 -1.100 5.650  0.000
O4 -2.654 1.921 -0.594  0.007
C34 5.808 -0.739 -1.559  0.000
H30 3.500 0.656 -4.950  0.000
C35 -1.795 -4.344 3.732  0.000
H31 0.341 1.808 -0.344  0.015
H32 5.778 2.279 -0.024  0.000
Ge1 1.839 0.295 -2.505  0.009
C36 0.801 -1.907 -5.965  0.000
H33 -2.235 2.459 2.351  0.000
C37 0.275 3.263 3.523  0.000
C38 4.770 -1.070 3.693  0.000
C39 6.259 0.345 -0.817  0.000
C40 2.517 -0.763 4.471  0.000
H34 0.071 -1.723 -3.956  -0.001
H35 4.988 -1.438 1.589  0.000
H36 -2.164 0.415 4.411  0.000
O5 -1.587 -0.665 -2.488  0.016
C41 4.139 1.436 -1.122  0.000
C42 4.297 -1.256 2.403  0.000
H37 1.472 1.761 2.589  0.000
C43 -4.064 0.465 2.259  0.000
H38 -4.470 0.822 -1.584  0.000
C44 -3.246 -1.802 1.037  0.001
H39 3.449 -0.229 -7.243  0.000
H40 -4.365 1.398 2.717  0.000
C45 -1.081 -3.329 3.111  0.000
Si1 0.188 -0.827 2.822  0.003
H41 -2.926 -4.849 0.123  0.000
O6 -2.372 2.757 1.428  0.000
H42 -1.989 -5.273 3.210  0.000
H43 5.833 -1.113 3.893  0.000
C46 5.426 1.433 -0.600  0.000
C47 -1.472 1.206 4.147  0.000
H44 -5.265 -0.783 3.527  0.000
H45 -0.316 5.681 -2.026  0.000

Entry 2:
The following is a DFT calculation (the ωB97M-V functional and the def2-TZVPD basis) of one molecule with the formula CH3O2P.

Structure (SMILES) ... Cp1oo1
HOMO level ... -10.0 eV
Kohn-Sham gap ... 10.049 eV

Each line ends with the Löwdin charge.
Atoms and positions in Å:
H1 0.312 0.863 -1.063  0.033
H2 -0.684 1.598 0.127  -0.036
O1 0.528 -1.951 0.430  -0.323
H3 0.965 1.216 0.580  0.070
P1 -0.676 -0.794 0.599  0.865
O2 -0.475 -1.817 -0.663  -0.347
C1 0.029 0.886 -0.010  -0.262

Entry 3:
The following is a DFT calculation (the ωB97M-V functional and the def2-TZVPD basis) of one molecule with the formula C6H11NO4S2.

Structure (SMILES) ... COC(OC)/C(S)=C(/C)SON=O
HOMO level (spin up / spin down) ... -8.2 / -8.2 eV
Kohn-Sham gap (spin up / spin down) ... 8.199 / 8.198 eV

Each line ends with the Löwdin charge.
Atoms and positions in Å:
C1 -0.621 0.914 -2.886  -0.132
O1 -0.266 3.706 1.208  0.079
H1 0.682 0.009 3.022  0.086
H2 -0.740 0.864 3.443  0.074
N1 -0.161 3.010 0.274  -0.029
S1 -1.747 -1.137 -1.079  0.935
O2 -0.657 0.261 1.514  -0.131
C2 1.093 -2.429 -0.047  -0.055
C3 0.164 -0.380 0.629  -0.546
H3 -1.440 1.571 -3.038  0.076
H4 0.147 1.030 -3.637  0.073
H5 -0.822 -0.992 3.226  0.123
H6 2.066 -1.981 0.042  0.101
C4 -0.391 0.026 2.903  -0.039
H7 -1.579 -2.037 -0.135  -0.092
O3 1.231 2.647 0.047  -0.513
S2 1.498 1.722 -1.262  0.976
H8 -1.041 -0.180 -2.949  0.051
H9 0.574 -2.450 -1.034  0.089
O4 0.310 -1.718 0.892  -0.159
C5 -0.418 -0.100 -0.705  -0.579
H10 1.073 0.199 0.753  0.126
C6 -0.035 0.845 -1.552  -0.603
H11 1.080 -3.402 0.374  0.087

Quick rundown of total energy, same order as above: -7030.57396, -531.62590, -1387.10801 Ha